[1]
Here is an isolated molecule of C21H25N3O4S from the Open Molecules 2025 dataset. Energies are from wB97M-V/def2-TZVPD.

Its SMILES is CCOC(=O)c1c(C)[nH]c(C)c1C(=O)CSc1nc2ccccc2n1CCOC. Its HOMO-LUMO gap is 8.5 eV.

ORCA input file:
```
! wB97M-V def2-TZVPD RIJCOSX def2/J DEFGRID3
* xyz 0 1
C -0.178 -3.070 3.526
C -1.216 -2.040 3.119
H -2.220 -2.346 3.437
H -1.006 -1.055 3.551
O -1.206 -1.939 1.698
C -1.802 -0.877 1.146
O -2.291 0.024 1.798
C -1.745 -0.924 -0.308
C -2.279 0.008 -1.182
N -1.953 -0.383 -2.437
C -1.196 -1.522 -2.410
C -1.054 -1.897 -1.101
C -0.263 -3.048 -0.608
O -0.725 -4.082 -0.204
C 1.240 -2.819 -0.684
H 1.783 -3.737 -0.464
H 1.534 -2.386 -1.639
S 1.739 -1.619 0.593
C 1.259 -0.147 -0.204
N 1.213 -0.003 -1.501
C 0.733 1.264 -1.702
C 0.451 1.938 -2.884
C -0.061 3.215 -2.785
C -0.294 3.816 -1.547
C -0.016 3.166 -0.361
C 0.503 1.885 -0.451
N 0.869 0.958 0.496
C 0.801 1.128 1.922
H -0.219 1.432 2.181
H 1.015 0.165 2.393
C 1.796 2.177 2.458
O 3.051 1.664 2.818
C 3.870 1.278 1.739
H 3.918 2.066 0.977
H 4.863 1.116 2.155
H 3.524 0.349 1.275
H 1.912 2.981 1.715
H 1.395 2.601 3.381
H -0.211 3.632 0.593
H -0.705 4.815 -1.518
H -0.291 3.767 -3.685
H 0.631 1.470 -3.839
C -0.669 -2.135 -3.657
H 0.225 -1.602 -3.987
H -0.408 -3.175 -3.484
H -1.411 -2.087 -4.453
H -2.194 0.122 -3.275
C -3.082 1.226 -0.918
H -2.592 2.104 -1.341
H -3.187 1.357 0.155
H -4.073 1.137 -1.364
H -0.385 -4.011 3.025
H 0.816 -2.738 3.240
H -0.211 -3.218 4.602
*
```

[2]
Here is an isolated molecule of C21H25N3O4S in a non-equilibrium geometry from the Open Molecules 2025 dataset. Energies are from wB97M-V/def2-TZVPD.

Its SMILES is C=CCN(C(=O)CNC(=O)c1ccco1)[C@@H](C(=O)NC1CCCC1)c1cccs1. Its HOMO-LUMO gap is 8.8 eV.

ORCA input file:
```
! wB97M-V def2-TZVPD RIJCOSX def2/J DEFGRID3
* xyz 0 1
C 2.746 2.607 0.175
C 1.990 1.529 0.267
C 2.214 0.439 1.279
N 1.053 -0.401 1.506
C -0.105 0.000 2.064
O -1.028 -0.762 2.289
C -0.268 1.492 2.393
N -1.592 1.889 1.960
C -1.992 1.552 0.715
O -1.227 1.089 -0.121
C -3.399 1.822 0.415
C -4.097 1.628 -0.750
C -5.421 2.036 -0.487
C -5.434 2.447 0.812
O -4.222 2.324 1.367
H -6.219 2.833 1.432
H -6.248 2.024 -1.167
H -3.699 1.242 -1.666
H -2.297 2.094 2.650
H -0.184 1.636 3.471
H 0.474 2.103 1.876
C 1.176 -1.804 1.124
C 2.311 -2.451 1.850
C 2.505 -2.425 3.200
C 3.683 -3.090 3.599
C 4.359 -3.605 2.541
S 3.578 -3.299 1.038
H 5.276 -4.160 2.555
H 3.999 -3.178 4.623
H 1.820 -1.951 3.881
H 0.229 -2.278 1.425
C 1.286 -1.954 -0.404
O 2.093 -2.713 -0.912
N 0.408 -1.221 -1.092
H -0.208 -0.567 -0.622
C 0.302 -1.280 -2.535
H 0.909 -2.135 -2.844
C 0.793 0.021 -3.194
C -0.478 0.841 -3.390
H -0.352 1.650 -4.107
C -1.473 -0.216 -3.858
H -2.509 0.110 -3.779
H -1.276 -0.469 -4.902
C -1.175 -1.419 -2.958
H -1.364 -2.365 -3.463
H -1.802 -1.383 -2.066
H -0.802 1.258 -2.436
H 1.542 0.522 -2.583
H 1.240 -0.209 -4.162
H 3.005 -0.222 0.908
H 2.569 0.861 2.227
H 1.160 1.373 -0.407
H 2.576 3.356 -0.579
H 3.575 2.781 0.844
*
```

[3]
Here is an isolated molecule of C21H25N3O5S in a non-equilibrium geometry from the Open Molecules 2025 dataset. Energies are from wB97M-V/def2-TZVPD.

Its SMILES is COc1ccc(N(CC(=O)N2CCCC2)S(=O)(=O)c2ccc(NC(C)=O)cc2)cc1. Its HOMO-LUMO gap is 8.4 eV.

ORCA input file:
```
! wB97M-V def2-TZVPD RIJCOSX def2/J DEFGRID3
* xyz 0 1
C -4.896 -2.279 -0.029
H -4.932 -1.354 -0.613
O -3.823 -2.272 0.887
C -2.557 -2.141 0.398
C -1.541 -2.031 1.348
C -0.234 -1.811 0.967
C 0.090 -1.718 -0.383
C -0.910 -1.901 -1.332
C -2.224 -2.098 -0.951
H -2.979 -2.201 -1.714
H -0.645 -1.853 -2.376
N 1.361 -1.352 -0.854
S 1.362 0.070 -1.775
O 2.583 0.763 -1.466
O 1.158 -0.274 -3.152
C -0.090 0.929 -1.181
C -0.151 1.327 0.141
C -1.359 1.743 0.663
C -2.509 1.733 -0.128
C -2.417 1.399 -1.478
C -1.203 0.993 -1.998
H -1.107 0.698 -3.030
H -3.298 1.418 -2.097
N -3.727 2.052 0.475
C -4.978 1.667 0.075
O -5.206 1.052 -0.940
C -6.050 2.087 1.056
H -5.990 3.155 1.253
H -7.026 1.850 0.643
H -5.923 1.549 1.993
H -3.649 2.446 1.403
H -1.423 2.033 1.701
H 0.727 1.262 0.764
C 2.574 -1.635 -0.119
C 3.009 -0.472 0.777
O 2.223 0.032 1.568
N 4.289 -0.084 0.719
C 5.262 -0.440 -0.301
C 6.468 0.448 0.006
H 7.112 -0.030 0.746
C 5.819 1.693 0.603
C 4.717 1.092 1.465
H 5.099 0.782 2.444
H 3.864 1.755 1.616
H 5.377 2.296 -0.189
H 6.512 2.303 1.178
H 7.055 0.660 -0.884
H 4.852 -0.205 -1.289
H 5.515 -1.503 -0.249
H 2.393 -2.510 0.511
H 3.342 -1.876 -0.854
H 0.526 -1.662 1.718
H -1.806 -2.089 2.392
H -5.797 -2.359 0.578
H -4.842 -3.138 -0.705
*
```

[4]
Here is an isolated molecule of C21H25N3O6 from the Open Molecules 2025 dataset. Energies are from wB97M-V/def2-TZVPD.

Its SMILES is CCOC(=O)C1CCN(/C=C2/C(=O)NC(=O)N(c3ccc(OCC)cc3)C2=O)CC1. Its HOMO-LUMO gap is 8.6 eV.

ORCA input file:
```
! wB97M-V def2-TZVPD RIJCOSX def2/J DEFGRID3
* xyz 0 1
C -3.846 -1.836 3.091
C -3.288 -1.641 1.690
H -2.194 -1.595 1.713
H -3.607 -2.441 1.018
O -3.785 -0.427 1.119
C -2.965 0.620 1.051
O -1.823 0.617 1.430
C -3.659 1.852 0.471
C -4.757 1.507 -0.542
H -5.445 2.348 -0.634
H -5.319 0.646 -0.185
C -4.117 1.206 -1.913
N -2.719 0.880 -1.735
C -2.368 -0.386 -1.609
C -1.199 -1.070 -1.318
C 0.155 -0.551 -1.246
O 0.499 0.569 -1.580
N 1.131 -1.438 -0.789
C 0.942 -2.764 -0.477
O 1.816 -3.491 -0.072
N -0.339 -3.221 -0.687
C -1.435 -2.493 -1.097
O -2.515 -3.049 -1.208
H -0.494 -4.206 -0.502
C 2.468 -0.935 -0.656
C 3.193 -0.577 -1.783
C 4.477 -0.098 -1.644
C 5.063 0.022 -0.381
C 4.326 -0.342 0.742
C 3.033 -0.814 0.600
H 2.465 -1.096 1.473
H 4.741 -0.269 1.734
O 6.343 0.480 -0.377
C 7.005 0.716 0.849
C 6.557 2.012 1.519
H 5.499 1.977 1.764
H 6.724 2.850 0.847
H 7.127 2.170 2.430
H 6.883 -0.138 1.527
H 8.062 0.787 0.576
H 5.060 0.186 -2.506
H 2.748 -0.667 -2.761
H -3.200 -1.076 -1.743
C -1.951 2.049 -1.371
H -0.934 1.750 -1.132
C -2.616 2.766 -0.177
H -3.109 3.684 -0.502
H -1.856 3.027 0.558
H -1.916 2.717 -2.238
H -4.637 0.387 -2.411
H -4.170 2.088 -2.557
H -4.110 2.363 1.329
H -4.933 -1.838 3.066
H -3.510 -1.035 3.745
H -3.500 -2.785 3.490
*
```

[5]
Here is an isolated molecule of C21H25N3O6S in a non-equilibrium geometry from the Open Molecules 2025 dataset. Energies are from wB97M-V/def2-TZVPD.

Its SMILES is COc1cc(OC)c(S(=O)(=O)Nc2ccc(C(=O)N3CCCC3)cc2)cc1NC(C)=O. Its HOMO-LUMO gap is 8.1 eV.

ORCA input file:
```
! wB97M-V def2-TZVPD RIJCOSX def2/J DEFGRID3
* xyz 0 1
C -3.929 -4.220 1.129
H -4.003 -3.844 2.049
H -3.624 -5.199 1.072
H -4.808 -4.079 0.396
O -2.800 -3.830 0.317
C -2.838 -2.388 0.327
C -3.900 -1.558 0.774
C -3.693 -0.041 0.250
C -2.549 0.434 -0.299
C -1.435 -0.495 -0.558
C -1.656 -1.610 -0.287
N -0.706 -2.644 -0.717
C 0.686 -2.699 -1.174
O 1.155 -1.334 -1.243
C 1.429 -3.820 -1.381
H 0.804 -4.537 -1.738
H 2.420 -3.744 -1.690
H 1.601 -4.316 -0.205
H -0.774 -3.587 -0.487
H -0.595 -0.034 -0.876
S -2.490 2.184 -0.536
O -2.601 2.925 0.986
O -3.405 2.671 -1.389
N -1.033 2.529 -0.999
C 0.288 2.369 -0.902
C 1.481 2.201 -1.515
C 2.656 1.670 -1.014
C 2.849 1.709 0.301
C 1.633 1.586 1.294
C 0.494 1.895 0.769
H -0.383 2.099 1.302
H 1.822 1.399 2.108
C 4.172 1.249 0.940
O 4.541 1.637 1.899
N 4.827 0.194 0.279
C 4.413 -0.457 -0.699
C 5.171 -1.966 -0.672
H 4.474 -2.811 -0.199
C 5.857 -1.718 0.845
H 6.693 -2.190 0.981
C 6.167 -0.329 1.013
H 6.077 0.239 2.090
H 6.842 -0.008 0.257
H 5.190 -2.197 1.690
H 5.760 -2.074 -1.373
H 4.741 -0.336 -1.750
H 3.373 -0.897 -0.607
H 3.627 1.709 -1.638
H 1.299 2.503 -2.656
H -1.170 2.658 -2.121
O -4.568 0.923 0.605
C -5.790 0.534 1.196
H -6.186 1.476 1.279
H -5.587 -0.060 2.323
H -6.262 -0.256 0.717
H -4.674 -1.713 1.259
*
```

[6]
Here is an isolated molecule of C21H25N5O3S in a non-equilibrium geometry from the Open Molecules 2025 dataset. Energies are from wB97M-V/def2-TZVPD.

Its SMILES is CCOc1ccc(CNC(=O)C2CCN(c3nn4c(=O)cc(C)nc4s3)CC2)cc1. Its HOMO-LUMO gap is 8.6 eV.

ORCA input file:
```
! wB97M-V def2-TZVPD RIJCOSX def2/J DEFGRID3
* xyz 0 1
C 4.378 1.425 -2.628
C 4.741 0.758 -1.305
O 4.569 1.627 -0.197
C 3.326 1.832 0.308
C 2.165 1.199 -0.127
C 0.965 1.464 0.502
C 0.873 2.371 1.548
C 2.030 3.016 1.965
C 3.241 2.746 1.362
H 4.145 3.233 1.691
H 1.985 3.729 2.776
C -0.468 2.644 2.182
N -1.480 2.887 1.172
C -2.405 1.963 0.836
O -2.608 0.963 1.493
C -3.181 2.329 -0.436
C -2.279 2.170 -1.678
H -1.234 2.317 -1.400
C -2.452 0.775 -2.300
N -2.807 -0.198 -1.293
C -1.876 -0.994 -0.768
N -0.652 -1.038 -1.165
N 0.052 -1.993 -0.518
C -0.624 -2.715 0.413
N -0.128 -3.667 1.131
C 1.179 -3.964 0.935
C 1.941 -3.297 0.019
C 1.420 -2.239 -0.790
O 2.013 -1.583 -1.624
H 2.980 -3.545 -0.131
C 1.710 -5.068 1.787
H 2.749 -5.277 1.551
H 1.623 -4.789 2.836
H 1.111 -5.964 1.637
S -2.280 -2.180 0.500
C -4.110 -0.015 -0.695
C -4.446 1.480 -0.591
H -5.099 1.634 0.268
H -4.976 1.814 -1.485
H -4.866 -0.529 -1.303
H -4.099 -0.460 0.300
H -3.259 0.786 -3.039
H -1.530 0.450 -2.782
H -2.535 2.923 -2.424
H -3.475 3.380 -0.339
H -1.307 3.661 0.548
H -0.409 3.506 2.852
H -0.809 1.774 2.752
H 0.079 0.945 0.166
H 2.178 0.488 -0.936
H 4.168 -0.165 -1.174
H 5.807 0.514 -1.291
H 4.960 2.334 -2.761
H 4.588 0.742 -3.445
H 3.322 1.680 -2.651
*
```

[7]
Here is an isolated ion of composition C21H25O and charge +1 in a non-equilibrium geometry from the Open Molecules 2025 dataset. Energies are from wB97M-V/def2-TZVPD.

Its HOMO-LUMO gap is 5.1 eV.

ORCA input file:
```
! wB97M-V def2-TZVPD RIJCOSX def2/J DEFGRID3
* xyz 1 1
C -2.012 -1.045 2.581
C -1.078 0.107 2.674
C 0.146 0.028 1.915
C 1.434 0.718 2.331
C 1.362 -0.768 2.404
C -1.670 1.422 3.056
H -1.497 -1.920 2.166
H -2.455 -1.344 3.541
H -2.848 -0.783 1.913
H 0.022 -0.071 0.820
H 2.024 1.147 1.516
H 1.424 1.277 3.273
H 1.310 -1.230 3.396
H 1.897 -1.333 1.634
H -1.299 2.166 2.323
H -2.761 1.350 2.883
C -5.301 7.420 4.190
O -3.913 7.186 3.859
C -3.406 5.933 4.005
C -2.028 5.780 3.720
C -1.424 4.547 3.884
C -2.158 3.435 4.328
C -1.468 2.058 4.429
C -1.872 1.184 5.630
C -1.299 -0.093 5.740
C -1.714 -0.994 6.719
C -2.671 -0.615 7.665
C -3.080 -1.588 8.731
C -3.193 0.680 7.614
C -2.765 1.584 6.636
C -3.539 3.565 4.494
C -4.174 4.802 4.373
H -5.449 8.455 3.882
H -5.981 6.753 3.639
H -5.469 7.308 5.272
H -1.472 6.651 3.375
H -0.361 4.429 3.665
H -0.385 2.255 4.528
H -0.512 -0.385 5.037
H -1.273 -1.994 6.772
H -4.073 -1.360 9.128
H -3.092 -2.611 8.341
H -2.378 -1.580 9.575
H -3.922 0.995 8.366
H -3.155 2.602 6.665
H -4.145 2.691 4.742
H -5.248 4.891 4.559
*
```

[8]
Here is C21H26AlCaCl4CsF2N4O13PS2 as an isolated structure in a non-equilibrium geometry from the Open Molecules 2025 dataset. Energies are from wB97M-V/def2-TZVPD.

Its HOMO-LUMO gap is 0.9 eV.

ORCA input file:
```
! wB97M-V def2-TZVPD RIJCOSX def2/J DEFGRID3
* xyz 1 1
O 2.894 -1.049 -0.919
N 2.025 -0.233 -0.810
O 1.760 0.343 -2.045
N 1.203 1.553 -1.711
C 2.037 2.787 -1.570
C 1.342 4.154 -1.182
C 2.288 5.467 -1.053
O 1.744 6.616 -1.001
O 3.674 5.271 -1.009
C -0.232 4.202 -0.901
C -1.060 2.871 -1.013
N -2.521 2.709 -0.746
C -3.114 3.512 -1.661
S -4.320 4.118 -2.686
C -0.274 1.550 -1.455
P -1.232 -0.086 -1.641
S -1.677 -0.568 -3.492
H 3.160 2.704 -1.761
H -0.752 5.182 -0.622
H -0.430 -1.172 -1.107
H -2.485 0.021 -0.931
F -4.782 0.796 -0.934
C -5.758 0.832 -0.007
C -6.230 2.061 0.420
C -7.244 2.111 1.370
C -7.765 0.928 1.891
C -7.277 -0.303 1.459
C -6.270 -0.352 0.499
H -5.802 2.968 0.009
H -7.625 3.069 1.707
H -8.553 0.968 2.636
H -7.681 -1.223 1.868
H -5.885 -1.300 0.143
Al -2.172 0.845 -5.776
C -2.268 5.079 3.203
C -2.673 3.633 2.833
O -3.954 3.655 2.511
H -2.838 5.454 4.058
H -1.208 5.106 3.477
H -2.408 5.770 2.365
H -2.360 3.015 3.692
H -1.942 3.318 2.059
C 6.710 -1.436 -0.993
Cl 6.456 0.317 -0.922
Cl 7.571 -1.878 -2.472
Cl 7.595 -1.994 0.434
H 5.736 -1.923 -1.005
C 2.742 -3.409 1.282
C 1.482 -3.170 2.105
C 1.048 -4.396 2.935
O 0.398 -5.409 2.179
C 1.279 -6.304 1.511
N 0.402 -2.714 1.209
H 2.558 -4.031 0.404
H 3.144 -2.459 0.920
H 3.518 -3.887 1.884
H 1.708 -2.360 2.811
H 0.306 -4.060 3.671
H 1.884 -4.813 3.508
H 2.185 -6.499 2.090
H 1.534 -5.915 0.523
H 0.752 -7.249 1.366
H -0.412 -2.473 1.776
H 0.088 -3.526 0.675
O 5.098 -3.341 -4.290
Cl 5.621 -3.319 -5.641
O 6.876 -4.054 -5.685
O 5.850 -1.952 -6.047
O 4.672 -3.934 -6.535
C 0.589 1.606 2.486
O 1.551 0.998 2.979
O 0.400 2.847 2.547
O -0.349 1.048 1.856
Cs 2.315 -0.111 -4.011
Ca -0.056 -0.770 3.083
F 7.417 -5.814 -6.798
*
```

Number 1: highest occupied orbital energy -7.87 eV. Number 2: highest occupied orbital energy -8.35 eV. Number 3: highest occupied orbital energy -7.87 eV. Number 4: highest occupied orbital energy -8.23 eV. Number 5: highest occupied orbital energy -8.07 eV. Number 6: highest occupied orbital energy -8.04 eV. Number 7: highest occupied orbital energy -10.94 eV. Number 8: highest occupied orbital energy -8.23 eV.